{
  "formula": "C3H8N",
  "method": "wB97M-V/def2-TZVPD",
  "homo_energy_ev": -17.31,
  "smiles": "C=[NH+]CC",
  "largest_force_ev_per_a": 2.5,
  "e_above_lowest_kcal_mol": 5.6,
  "charge": 1,
  "gap_ev": 12.0,
  "symbols": ["C", "N", "C", "C", "H", "H", "H", "H", "H", "H", "H", "H"],
  "coordinates": [[-1.18137, -1.16620, 0.61315], [-0.12082, -0.76363, 0.03909], [-0.05174, 0.54774, -0.62766], [1.18912, 1.23618, 0.00034], [-1.26976, -2.12595, 1.12512], [-2.06750, -0.54063, 0.68814], [0.71602, -1.33775, -0.01818], [-1.03001, 1.01587, -0.58423], [0.16711, 0.32603, -1.69659], [1.20880, 1.51853, 1.05303], [2.04312, 0.63882, -0.30856], [1.32860, 2.23013, -0.51132]],
  "forces_ev_per_a": [[-0.068, -0.578, 0.724], [-1.544, -0.026, -0.154], [1.547, -0.163, -0.114], [-0.312, 1.852, -1.706], [0.475, 0.069, -0.296], [0.261, 0.211, -0.348], [-0.061, -0.163, 0.179], [0.115, 0.207, 0.343], [-0.132, 0.262, 0.659], [-0.425, -0.699, 0.066], [0.276, 0.015, 0.385], [-0.131, -0.986, 0.261]],
  "lowdin_charge": [0.1887, 0.0359, -0.1637, -0.0570, 0.1317, 0.1305, 0.1851, 0.1268, 0.1481, 0.0870, 0.0795, 0.1075]
}

{
  "formula": "C3H8N2",
  "method": "wB97M-V/def2-TZVPD",
  "s2": 0.753,
  "homo_energy_ev": [1.35, -3.41],
  "largest_force_ev_per_a": 4.7,
  "multiplicity": 2,
  "e_above_lowest_kcal_mol": 67.4,
  "charge": -1,
  "gap_ev": [2.4, 7.0],
  "symbols": ["C", "N", "H", "H", "H", "C", "C", "N", "H", "H", "H", "H", "H"],
  "coordinates": [[-2.68549, -1.58829, -0.89446], [-2.19878, -0.87390, -1.81530], [-2.33667, -1.60447, 0.16351], [-3.36066, -2.45929, -0.94778], [-2.29546, -1.29328, -2.71180], [1.18643, 0.59452, 1.61012], [2.23640, 1.56103, -0.21845], [1.91842, 1.78338, 1.02962], [1.63370, 0.57829, 2.54469], [0.04192, 0.76943, 1.77040], [1.11967, -0.25690, 0.84033], [3.08792, 2.01339, -0.55895], [1.65260, 0.77609, -0.81194]],
  "forces_ev_per_a": [[0.027, -1.582, 1.740], [1.102, 0.357, 0.912], [-0.167, 1.333, -0.522], [0.023, 0.009, -0.994], [-0.980, -0.091, -1.151], [-2.714, 2.065, -3.162], [-2.395, -1.905, -0.627], [-1.144, -1.481, 1.548], [0.752, -1.523, 1.977], [1.523, 0.200, -0.028], [0.927, 0.473, 1.581], [1.959, 1.225, -1.577], [1.086, 0.920, 0.304]],
  "lowdin_spin": [0.0699, 0.0666, 0.0174, 0.0117, 0.0087, 0.0567, 0.3088, 0.2999, 0.0137, 0.0105, 0.0186, 0.0578, 0.0598]
}